*P*
The following is a quantum chemistry calculation of C4H11NO3 as an isolated structure, from OMol25.

Last column: natural (NBO) charge in e.
Atoms and positions in Å:
H -1.708 0.870 -1.097  0.17
H 0.986 -0.152 -1.408  0.21
H 0.412 -1.755 1.373  0.17
H -1.064 -2.670 1.733  0.21
H 0.488 2.616 -1.493  0.48
C 1.645 1.156 0.236  -0.68
H -0.968 -0.938 2.153  0.22
H -0.380 -0.219 -0.163  0.35
O -1.255 1.428 0.837  -0.59
C -1.097 0.818 -0.190  0.27
O 0.610 1.750 -1.905  -0.68
C -0.683 -1.694 1.419  -0.46
N -1.288 -1.306 0.158  -0.27
O -0.657 -2.081 -0.885  -0.63
H 2.615 1.498 -0.132  0.23
H -1.398 -2.347 -1.442  0.48
H 1.803 0.293 0.884  0.23
H 1.182 1.941 0.842  0.23
C 0.755 0.792 -0.917  0.08

lowest unoccupied orbital energy	0.76	eV
frontier orbital gap	0.320	hartree
HOMO level	-0.2918	Eh

*Q*
The following is a quantum chemistry calculation of a 2-piece molecular cluster, C4H11NO3 overall, from OMol25.

Last column: natural (NBO) charge in e.
Atoms and positions in Å:
H -1.575 1.869 -0.536  0.21
H 0.319 -3.603 -0.485  0.48
C 2.144 0.366 0.380  0.88
O 2.321 1.701 0.330  -0.69
H -0.678 -2.967 0.479  0.48
H -1.096 -0.520 1.311  0.20
H -2.488 0.551 1.368  0.22
H -0.424 1.895 0.759  0.20
H 1.585 2.192 -0.040  0.48
H -0.462 -0.050 -1.648  0.22
C 0.075 0.635 -0.995  -0.23
C -1.707 0.141 0.725  -0.61
H -2.241 -0.440 -0.032  0.20
O 2.845 -0.324 1.079  -0.63
N 1.175 -0.148 -0.438  -0.66
H 0.456 1.421 -1.653  0.19
H 0.910 -1.105 -0.258  0.43
C -0.893 1.229 0.034  -0.42
O -0.267 -2.842 -0.379  -0.95

lowest unoccupied orbital energy	0.50	eV
frontier orbital gap	0.371	hartree
SMILES string	CCCNC(=O)O.O
HOMO level	-0.3522	Eh

Stability check: which of them is least stable? *P*.

*P*
The following is a quantum chemistry calculation of a 2-piece molecular cluster, C4H11NO3 overall, from OMol25.

Last column: natural (NBO) charge in e.
Atoms and positions in Å:
H 2.080 1.446 -0.943  0.50
O -1.458 -2.256 0.442  -0.76
H 1.230 -1.085 -0.802  0.23
H -0.840 -0.292 2.156  0.23
C -0.284 -0.240 1.221  -0.53
C 0.194 -1.315 -1.005  -0.66
H 3.283 1.759 -1.793  0.46
H -1.072 -2.933 0.994  0.49
H -1.719 -0.532 -0.456  0.19
H -2.127 1.581 1.329  0.39
C -0.892 -1.026 0.046  0.11
O 2.774 1.005 -1.471  -0.97
N -1.316 1.929 0.855  -0.82
C -0.170 1.198 0.739  0.70
O 0.855 1.702 0.318  -0.64
H 0.136 -2.357 -1.309  0.23
H -1.471 2.719 0.265  0.40
H 0.739 -0.591 1.320  0.24
H 0.059 -0.714 -1.905  0.22

lowest unoccupied orbital energy	0.69	eV
frontier orbital gap	0.398	hartree
SMILES string	C[C@@H](O)CC(N)=O.O
HOMO level	-0.3731	Eh

*Q*
The following is a quantum chemistry calculation of a 2-piece molecular cluster, C4H11NO3 overall, from OMol25.

Last column: natural (NBO) charge in e.
Atoms and positions in Å:
H -2.137 -1.327 1.549  0.23
H 1.423 1.982 -0.969  0.17
H 2.829 0.165 0.165  0.38
H -0.308 2.303 -1.120  0.19
H -2.310 0.461 1.836  0.22
H -2.257 0.843 -0.597  0.19
C -1.968 -0.325 1.174  -0.67
O 0.460 -1.847 -0.553  -0.73
C -2.005 -0.120 -0.178  -0.13
H -0.392 -0.424 1.336  0.49
O 0.150 0.341 -0.892  -0.58
H 0.391 1.882 0.482  0.18
O 0.750 -0.438 1.232  -0.76
H -1.970 -0.951 -0.862  0.21
H 1.017 -2.558 -0.213  0.48
N 2.368 -0.559 -0.367  -0.87
H 2.539 -0.480 -1.360  0.38
C 0.432 1.698 -0.597  -0.27
C 0.989 -0.647 -0.063  0.87

lowest unoccupied orbital energy	0.89	eV
frontier orbital gap	0.370	hartree
SMILES string	COC(N)(O)O.C=C
HOMO level	-0.3371	Eh

Stability check: which of them is least stable? *Q*.

*P*
The following is a quantum chemistry calculation of C8H15NO as an isolated structure, from OMol25.

Last column: natural (NBO) charge in e.
Atoms and positions in Å:
C 0.551 -0.668 -1.318  -0.20
C -1.376 -0.300 -3.004  0.45
H -1.036 -1.667 1.058  0.20
O -1.644 -0.103 -4.159  -0.50
H 1.688 0.726 0.184  0.37
H -0.415 2.171 -1.046  0.21
H -1.608 0.800 1.626  0.20
H 0.673 -2.163 1.037  0.21
C -0.577 1.095 -1.014  -0.19
C 1.840 0.294 1.581  -0.79
H 2.429 -0.599 1.783  0.19
H 1.581 -0.921 -1.566  0.21
C 0.384 -0.024 1.280  0.13
H -0.075 -1.678 2.547  0.23
H -1.594 0.889 -0.667  0.19
H -2.012 -0.964 -2.378  0.10
C -0.578 0.943 1.960  -0.62
H -0.014 -1.578 -1.106  0.19
H -0.536 0.773 3.036  0.23
C -0.202 0.283 -2.277  -0.36
H -0.285 1.978 1.779  0.22
H 1.956 1.010 2.391  0.20
C -0.045 -1.471 1.478  -0.63
N 0.454 0.350 -0.238  -0.49
H 0.441 0.826 -2.966  0.23

lowest unoccupied orbital energy	0.70	eV
frontier orbital gap	0.308	hartree
HOMO level	-0.2828	Eh

*Q*
The following is a quantum chemistry calculation of one molecule with the formula C8H15NO, from OMol25.

Last column: natural (NBO) charge in e.
Atoms and positions in Å:
N 0.684 2.237 0.849  -0.84
C -1.290 0.353 -1.979  -0.65
H 0.420 1.651 1.635  0.36
H 0.268 -1.280 3.045  0.20
H -0.605 -0.555 -2.053  0.25
C 0.736 -0.934 2.136  -0.35
H -1.082 0.995 -2.836  0.20
O 0.774 -1.600 -1.361  -0.56
H 2.197 0.416 -1.357  0.24
H -1.316 0.466 0.172  0.19
C 0.308 -1.348 0.941  -0.10
C -1.014 1.060 -0.689  -0.41
H 2.346 0.537 0.409  0.23
H -2.311 -0.023 -2.020  0.21
H 0.796 2.206 -1.203  0.19
H -1.702 -1.809 0.350  0.22
H 0.073 3.048 0.845  0.36
C 0.950 -0.944 -0.334  0.58
H -0.551 -3.105 0.114  0.24
H -1.127 -2.728 1.751  0.21
H -1.525 2.027 -0.663  0.20
C -0.840 -2.305 0.793  -0.64
C 0.594 1.507 -0.388  -0.02
C 1.646 0.391 -0.417  -0.53
H 1.571 -0.265 2.261  0.20

lowest unoccupied orbital energy	0.32	eV
frontier orbital gap	0.346	hartree
SMILES string	C=C(C)C(=O)C[C@H](N)CC
HOMO level	-0.3342	Eh

*R*
The following is a quantum chemistry calculation of a 2-piece molecular cluster, C8H15NO overall, from OMol25.

Last column: natural (NBO) charge in e.
Atoms and positions in Å:
H -2.205 -1.635 0.282  0.22
H 2.374 -1.272 1.581  0.21
H -0.568 2.590 -0.139  0.39
H -1.577 0.204 2.528  0.20
O 1.402 1.604 0.408  -0.71
H 3.083 -1.352 -0.931  0.21
H 1.427 -0.884 -1.343  0.22
H -1.346 0.624 -2.927  0.20
C 2.044 -1.380 -0.591  -0.66
H -1.380 -0.969 -2.035  0.21
C -1.298 0.101 -1.988  -0.51
H -1.296 1.835 1.728  0.20
N -1.190 2.164 -0.811  -0.82
C -1.163 -1.398 0.498  -0.64
C 1.236 0.386 1.063  0.16
C 1.935 -0.732 0.754  -0.34
H 1.017 0.600 2.131  0.19
H -0.916 -1.795 1.480  0.22
H -0.538 -1.889 -0.240  0.22
H -1.125 2.593 -1.724  0.37
C -1.323 0.763 1.641  -0.35
H 1.755 1.396 -0.466  0.48
C -0.957 0.101 0.483  -0.03
H 1.759 -2.428 -0.545  0.22
C -1.149 0.773 -0.837  0.15

lowest unoccupied orbital energy	0.53	eV
frontier orbital gap	0.301	hartree
SMILES string	C=C(C)C(=C)N.C/C=C\O
HOMO level	-0.2812	Eh

Stability check: which of them is least stable? *P*.

*P*
The following is a quantum chemistry calculation of a 2-piece molecular cluster, C8H15NO overall, from OMol25.

Last column: natural (NBO) charge in e.
Atoms and positions in Å:
O 2.582 -1.655 0.719  -0.49
C 3.796 1.408 -0.154  -0.61
H 3.179 1.884 0.660  0.22
H 4.734 1.063 0.224  0.21
H -2.483 -1.058 -1.636  0.13
H 2.806 -0.077 2.199  0.18
N -1.056 -0.680 -0.122  -0.47
H -3.635 0.783 0.422  0.21
C -0.182 -0.564 -1.014  0.12
C 3.179 0.200 -0.889  -0.50
H -3.687 -1.404 1.333  0.21
C 2.148 -0.521 1.478  -0.17
H -0.059 -0.782 -2.049  0.16
H 3.940 -0.514 -1.122  0.23
C -2.385 -0.730 -0.463  -0.03
H 4.089 2.173 -0.876  0.21
C 2.278 -0.491 0.054  0.34
H -3.485 0.746 -1.335  0.21
C -3.353 -1.666 0.297  -0.62
H -2.956 -2.644 0.426  0.21
H 2.553 0.394 -1.755  0.23
C -2.996 0.702 -0.433  -0.60
H -4.253 -1.810 -0.323  0.21
H 1.104 -0.778 1.841  0.20
H -2.121 1.200 -0.405  0.21

lowest unoccupied orbital energy (alpha / beta)	0.98 / 0.67	eV
frontier orbital gap (alpha / beta)	0.316 / 0.296	hartree
HOMO level (alpha / beta)	-0.2802 / -0.2713	Eh

*Q*
The following is a quantum chemistry calculation of a 2-piece molecular cluster, C8H15NO overall, from OMol25.

Last column: natural (NBO) charge in e.
Atoms and positions in Å:
C -1.027 0.063 0.998  -0.01
H 2.013 0.490 -2.477  0.21
H 1.339 0.722 2.222  0.17
H 1.406 -1.125 -2.097  0.23
O 0.173 -1.769 0.038  -0.76
H -2.301 0.918 2.650  0.23
H -2.341 -1.486 -0.671  0.23
C 0.587 0.444 -0.856  -0.22
H 0.848 2.524 -1.354  0.21
H -1.270 -1.382 -2.067  0.22
H 0.522 0.100 3.756  0.16
H 0.388 0.024 -2.978  0.20
N 1.311 -1.286 2.398  -0.67
H 1.422 0.467 -0.145  0.19
C -0.449 -0.554 -0.255  0.18
H 0.775 -1.669 0.892  0.50
H -0.752 1.900 -1.748  0.20
C -1.629 -0.849 -1.191  -0.61
C 0.969 -0.126 2.788  0.03
C -1.748 0.536 1.839  -0.26
H 1.047 -2.045 3.024  0.36
C 1.130 -0.077 -2.188  -0.61
H -2.130 0.067 -1.492  0.21
H -0.335 2.250 -0.072  0.22
C 0.051 1.865 -1.013  -0.61

lowest unoccupied orbital energy	0.86	eV
frontier orbital gap	0.383	hartree
SMILES string	C#C[C@](C)(O)C(C)C.C=N
HOMO level	-0.3512	Eh

*R*
The following is a quantum chemistry calculation of one molecule with the formula C8H15NO, from OMol25.

Last column: natural (NBO) charge in e.
Atoms and positions in Å:
C 1.048 1.872 0.137  -0.65
H -2.672 0.517 0.210  0.13
H 1.282 1.791 1.189  0.21
C -0.170 -0.922 0.631  0.15
H 1.045 -0.252 -2.499  0.20
C -0.860 -2.276 0.202  -0.62
H 1.413 -1.313 -0.747  0.21
C -0.530 -0.576 2.056  -0.61
C 0.825 0.795 -2.078  -0.64
H -0.211 -2.787 -0.489  0.21
H -1.836 -2.187 -0.295  0.22
H 0.267 2.670 0.175  0.25
H -1.107 -3.027 1.044  0.21
H -1.574 -0.696 2.252  0.22
C 0.704 0.633 -0.610  0.13
N -0.662 0.139 -0.211  -0.45
H 1.818 2.485 -0.421  0.22
H -0.118 0.394 2.353  0.22
C -1.791 0.872 -0.351  0.53
O -1.764 1.922 -1.026  -0.64
H -0.172 1.230 -2.463  0.27
H 1.634 1.344 -2.529  0.22
H -0.049 -1.426 2.699  0.21
H 2.201 -0.564 0.680  0.23
C 1.277 -0.639 0.092  -0.40

lowest unoccupied orbital energy	0.77	eV
frontier orbital gap	0.364	hartree
SMILES string	CC1(C)CC(C)(C)N1C=O
HOMO level	-0.3354	Eh

Stability check: which of them is least stable? *P*.

*P*
The following is a quantum chemistry calculation of one molecule with the formula C5H10O, from OMol25.

Last column: natural (NBO) charge in e.
Atoms and positions in Å:
H 1.291 -0.546 1.743  0.22
C -0.125 0.455 0.430  -0.33
C 0.204 -0.361 -2.002  -0.60
C 1.146 0.433 1.277  -0.61
H 1.074 1.166 2.088  0.22
H -2.300 0.651 0.763  0.10
H 0.091 -1.222 -2.670  0.21
H -1.322 -1.005 -0.656  0.20
O -1.398 -0.117 2.399  -0.53
H 1.254 -0.053 -2.016  0.21
C -1.365 0.342 1.283  0.46
H 2.035 0.674 0.685  0.21
H -0.396 0.459 -2.413  0.20
H -0.189 1.407 -0.118  0.21
C -0.266 -0.703 -0.593  -0.38
H 0.264 -1.579 -0.200  0.21

lowest unoccupied orbital energy	1.03	eV
frontier orbital gap	0.395	hartree
SMILES string	CC[C@H](C)C=O
HOMO level	-0.3571	Eh

*Q*
The following is a quantum chemistry calculation of a 2-piece molecular cluster, C5H10O overall, from OMol25.

Last column: natural (NBO) charge in e.
Atoms and positions in Å:
H -1.221 -1.744 1.012  0.22
C 0.634 -0.848 0.708  0.35
H -0.553 -2.023 -0.616  0.22
H 0.403 1.679 -1.842  0.19
O 0.500 0.126 1.661  -0.69
H 0.371 1.793 0.017  0.20
C -0.172 1.803 -0.926  -0.38
H -2.080 1.815 -0.013  0.20
C -0.696 -1.280 0.172  -0.67
H -2.063 1.729 -1.866  0.19
H 1.382 0.418 1.928  0.48
H 2.699 -1.271 0.972  0.20
C -1.502 1.808 -0.937  -0.41
H 1.821 -2.121 -0.445  0.21
H -1.319 -0.468 -0.204  0.24
C 1.796 -1.417 0.381  -0.56

lowest unoccupied orbital energy	0.92	eV
frontier orbital gap	0.360	hartree
SMILES string	C=C(C)O.C=C
HOMO level	-0.3268	Eh

*R*
The following is a quantum chemistry calculation of one molecule with the formula C5H10O, from OMol25.

Last column: natural (NBO) charge in e.
Atoms and positions in Å:
C -2.241 0.324 0.340  -0.41
H 0.815 0.848 1.207  0.17
H -2.384 -0.337 1.186  0.21
H 2.990 0.332 0.653  0.16
C -0.846 0.705 -0.096  -0.25
O 1.346 -0.099 -0.548  -0.54
C 2.605 -0.449 -0.021  -0.25
H -1.365 -1.310 -0.852  0.21
C -1.648 -0.260 -0.900  -0.41
H -3.008 1.076 0.179  0.22
H 2.575 -1.395 0.545  0.16
H 3.312 -0.573 -0.847  0.19
H 0.193 -0.820 1.000  0.16
C 0.405 0.136 0.488  -0.06
H -0.770 1.724 -0.478  0.22
H -1.982 0.097 -1.857  0.21

lowest unoccupied orbital energy	1.19	eV
frontier orbital gap	0.405	hartree
SMILES string	COCC1CC1
HOMO level	-0.3618	Eh

Stability check: which of them is least stable? *Q*.